This record from the Open Molecules 2025 dataset describes a structure of composition C17H30Cl2N3O3Ti. The level of theory is ωB97M-V/def2-TZVPD.

Geometry as ORCA input:
```
! wB97M-V def2-TZVPD RIJCOSX def2/J DEFGRID3
* xyz 0 2
O 1.419 1.960 -2.315
C 1.857 1.587 -3.418
C 2.583 2.581 -4.336
C 3.126 3.713 -3.724
H 3.286 3.690 -2.664
C 3.422 4.874 -4.431
H 3.771 5.766 -3.904
C 3.279 4.887 -5.824
H 3.476 5.805 -6.390
C 2.942 3.689 -6.493
H 2.920 3.693 -7.602
C 2.637 2.528 -5.747
H 2.450 1.584 -6.263
H 1.786 0.547 -3.822
C -2.101 0.953 -1.542
C -1.769 -0.046 -0.495
H -3.183 1.138 -1.572
H -1.758 0.740 -2.563
H -1.603 1.883 -1.237
C -2.540 -0.897 0.178
C -4.067 -1.124 0.232
H -2.083 -1.546 0.954
H -4.644 -0.600 -0.555
H -4.432 -0.813 1.225
H -4.303 -2.209 0.159
Ti 0.149 0.145 0.746
Cl 0.008 2.406 0.825
Cl 0.940 -0.602 -1.236
C -1.804 0.513 3.206
O -0.810 -0.080 2.665
N -2.339 0.161 4.373
C -1.906 -0.958 5.223
C -3.412 0.982 4.941
H -2.264 1.393 2.706
H -1.060 -1.496 4.783
H -2.753 -1.646 5.385
H -1.629 -0.553 6.208
H -3.626 1.805 4.255
H -3.081 1.383 5.924
H -4.328 0.371 5.105
H 0.156 -5.269 2.025
H 2.507 -5.447 0.860
C -0.144 -4.639 1.181
C 2.096 -4.788 0.084
N 1.019 -3.970 0.621
H -0.899 -3.924 1.514
C 1.225 -2.671 0.684
O 0.400 -1.849 1.203
H 2.877 -4.117 -0.268
H 2.173 -2.317 0.250
H -0.578 -5.294 0.421
H 1.734 -5.393 -0.756
N 2.013 0.354 2.097
H 2.911 0.776 1.787
H 1.680 0.918 2.893
H 2.276 -0.580 2.446
*
```

Strongest force on any atom, eV Å⁻¹: 3.82
Relative energy (zero: lowest compared OMol25 entry of this formula, charge and spin), kJ/mol: 37.7
LUMO level (spin up / spin down), eV: 0.099 / 0.091
⟨S²⟩: 0.755

***

This record from the Open Molecules 2025 dataset describes the molecule C5H7NO. The level of theory is ωB97M-V/def2-TZVPD.

Geometry as ORCA input:
```
! wB97M-V def2-TZVPD RIJCOSX def2/J DEFGRID3
* xyz 0 1
N 3.071 0.564 0.905
C 2.244 0.094 0.247
C 1.147 -0.455 -0.563
C -0.155 0.231 -0.180
O -0.062 1.621 -0.323
C -1.504 -0.293 -0.541
C -1.038 -0.326 0.897
H 1.102 -1.542 -0.425
H 1.362 -0.259 -1.619
H -0.043 2.030 0.548
H -2.147 0.536 -0.817
H -1.669 -1.218 -1.084
H -0.770 -1.296 1.312
H -1.488 0.350 1.619
*
```

SMILES string: N#CCC1(O)CC1
Strongest force on any atom, eV Å⁻¹: 1.17
Relative energy (zero: lowest compared OMol25 entry of this formula, charge and spin), kJ/mol: 142.0
LUMO level, eV: 0.788

***

This record from the Open Molecules 2025 dataset describes a cluster of 5 separate species, C33H78ClFIN6O7P2 in total. The level of theory is ωB97M-V/def2-TZVPD.

Geometry as ORCA input:
```
! wB97M-V def2-TZVPD RIJCOSX def2/J DEFGRID3
* xyz 1 1
C -3.963 4.556 1.954
C -3.261 3.437 1.970
N -2.764 2.697 0.792
C -1.414 3.119 0.261
C -1.181 4.618 0.257
C -0.404 2.508 1.307
C 0.912 3.234 1.454
F 1.588 3.388 0.262
C -1.085 2.414 -1.090
P -0.921 3.605 -2.540
O 0.455 4.144 -2.536
N -1.911 1.247 -1.371
C -1.342 -0.043 -1.101
I 0.576 -0.370 -2.125
C -2.194 -1.280 -1.451
C -3.123 -1.803 -0.337
C -3.352 1.387 -1.315
P -3.887 1.759 -3.132
C -5.496 0.908 -3.486
C -2.706 0.858 -4.258
C -3.850 2.470 -0.256
Cl -4.218 3.987 -1.114
O -4.865 1.994 0.523
C -6.125 1.669 -0.054
C -7.169 2.818 -0.102
C -7.581 3.232 -1.510
O -6.741 3.912 0.691
H -3.715 5.341 1.259
H -4.822 4.678 2.593
H -2.961 3.027 2.917
H -2.596 1.735 1.148
H -1.111 4.969 1.282
H -0.259 4.903 -0.241
H -1.987 5.189 -0.188
H -0.161 1.499 0.992
H -0.839 2.416 2.300
H 1.546 2.628 2.102
H 0.838 4.194 1.956
H -0.049 2.134 -0.956
H -1.811 4.685 -2.411
H -1.117 2.911 -3.746
H -1.074 -0.127 -0.047
H -2.828 -1.021 -2.299
H -1.584 -2.093 -1.807
H -2.605 -2.513 0.301
H -3.910 -2.374 -0.826
H -3.631 -1.016 0.211
H -3.926 0.510 -1.038
H -5.790 0.159 -2.754
H -6.265 1.659 -3.631
H -5.416 0.369 -4.423
H -1.960 0.276 -3.731
H -3.255 0.157 -4.880
H -2.260 1.562 -4.945
H -6.562 0.944 0.625
H -6.040 1.142 -1.003
H -8.080 2.457 0.372
H -8.517 3.779 -1.414
H -7.813 2.342 -2.088
H -6.881 3.903 -1.995
H -6.942 4.729 0.215
C 5.827 -2.786 -3.281
C 4.652 -2.321 -2.426
C 4.936 -2.337 -0.915
O 4.914 -3.625 -0.338
C 6.104 -4.377 -0.513
N 3.474 -3.127 -2.768
H 5.938 -3.870 -3.271
H 5.675 -2.488 -4.319
H 6.764 -2.340 -2.940
H 4.443 -1.281 -2.700
H 4.138 -1.780 -0.415
H 5.876 -1.822 -0.679
H 6.996 -3.745 -0.489
H 6.061 -4.937 -1.449
H 6.168 -5.096 0.303
H 2.666 -2.750 -2.280
H 3.604 -4.046 -2.350
C 3.520 -8.201 -5.452
C 4.889 -7.536 -5.356
C 5.594 -7.763 -4.010
O 5.090 -6.986 -2.939
C 3.915 -7.491 -2.331
N 4.744 -6.110 -5.670
H 2.753 -7.646 -4.913
H 3.202 -8.255 -6.494
H 3.547 -9.220 -5.059
H 5.524 -7.986 -6.125
H 6.637 -7.456 -4.122
H 5.606 -8.826 -3.738
H 3.902 -8.584 -2.318
H 3.021 -7.113 -2.831
H 3.895 -7.130 -1.301
H 5.666 -5.685 -5.719
H 4.308 -5.657 -4.870
C -3.419 0.530 4.699
C -3.593 -0.248 3.397
C -3.920 -1.734 3.601
O -2.816 -2.525 3.981
C -2.484 -2.487 5.362
N -2.387 -0.079 2.565
H -2.456 0.336 5.169
H -3.471 1.602 4.512
H -4.205 0.282 5.412
H -4.441 0.197 2.863
H -4.250 -2.140 2.640
H -4.753 -1.866 4.301
H -3.374 -2.390 5.989
H -1.785 -1.675 5.575
H -1.988 -3.424 5.607
H -2.556 -0.518 1.665
H -1.652 -0.649 2.979
C 6.316 4.369 4.438
C 5.058 5.172 4.123
C 3.916 4.952 5.128
O 3.228 3.719 4.979
C 3.878 2.602 5.562
N 4.638 4.876 2.750
H 6.218 3.321 4.159
H 7.163 4.768 3.881
H 6.562 4.421 5.501
H 5.328 6.230 4.173
H 3.162 5.726 4.958
H 4.263 5.073 6.162
H 4.408 2.874 6.478
H 4.568 2.137 4.855
H 3.112 1.866 5.809
H 3.867 5.492 2.504
H 4.219 3.950 2.760
*
```

Strongest force on any atom, eV Å⁻¹: 2.07
LUMO level, eV: -2.651

***

This record from the Open Molecules 2025 dataset describes a structure of composition C12H17CuN2O3S. The level of theory is ωB97M-V/def2-TZVPD.

Geometry as ORCA input:
```
! wB97M-V def2-TZVPD RIJCOSX def2/J DEFGRID3
* xyz 0 1
Cu -0.943 0.528 -2.282
O -0.154 -0.471 1.985
C -1.250 0.260 2.350
C -1.559 0.448 3.693
C -2.649 1.217 4.063
C -3.435 1.820 3.094
C -3.118 1.645 1.758
C -2.043 0.857 1.367
C -1.743 0.690 -0.087
O -1.829 1.692 -0.850
O -1.409 -0.441 -0.541
H 0.232 -0.849 2.780
H -0.935 -0.012 4.453
H -2.875 1.356 5.113
H -4.286 2.425 3.377
H -3.708 2.123 0.987
C 0.974 -2.271 -0.960
N 1.378 -1.597 -2.199
C 1.134 -2.390 -3.395
C 1.310 -0.233 -2.260
S 0.744 0.606 -3.658
N 1.866 0.435 -1.230
C 1.713 1.875 -1.059
C 2.766 -0.209 -0.288
H 0.076 -2.860 -1.155
H 0.708 -1.547 -0.195
H 1.763 -2.935 -0.599
H 1.528 -3.391 -3.218
H 1.637 -1.946 -4.247
H 0.066 -2.459 -3.625
H 0.713 2.195 -1.335
H 2.431 2.421 -1.675
H 1.870 2.110 -0.008
H 3.145 -1.135 -0.711
H 2.273 -0.419 0.664
H 3.608 0.460 -0.109
*
```

Strongest force on any atom, eV Å⁻¹: 0.80
LUMO level, eV: 0.445

***

This record from the Open Molecules 2025 dataset describes a cluster of 2 separate species, C4H15N2O in total. The level of theory is ωB97M-V/def2-TZVPD.

Geometry as ORCA input:
```
! wB97M-V def2-TZVPD RIJCOSX def2/J DEFGRID3
* xyz 1 1
C 1.565 1.604 -0.059
C 1.328 0.522 -1.165
C -0.161 0.304 -1.370
C -2.089 -1.136 -0.701
N -0.698 -0.727 -0.447
N 1.293 0.964 1.218
H 0.955 2.473 -0.308
H 2.641 1.887 -0.072
H 1.923 0.843 -2.011
H 1.733 -0.431 -0.801
H -0.431 0.024 -2.398
H -0.724 1.240 -1.256
H -2.406 -1.724 -1.570
H -2.674 -0.218 -0.766
H -2.371 -1.766 0.142
H -0.040 -1.503 -0.334
H -0.673 -0.421 0.555
H 2.076 0.385 1.501
H 1.241 1.643 1.973
H -1.082 -0.688 3.029
H -0.600 -2.083 2.576
O -0.806 -1.192 2.264
*
```

Strongest force on any atom, eV Å⁻¹: 2.22
Relative energy (zero: lowest compared OMol25 entry of this formula, charge and spin), kJ/mol: 96.4
LUMO level, eV: -2.809

***

This record from the Open Molecules 2025 dataset describes a structure of composition C4H11ClFeMoNO2. The level of theory is ωB97M-V/def2-TZVPD.

Geometry as ORCA input:
```
! wB97M-V def2-TZVPD RIJCOSX def2/J DEFGRID3
* xyz 0 8
Fe -2.037 -3.715 -1.183
Cl -0.838 -2.487 0.422
C -1.385 -4.694 -2.797
C -4.021 -3.738 -1.029
H -2.283 -4.890 -3.450
H -0.631 -4.007 -3.276
H -0.924 -5.645 -2.412
H -4.442 -4.103 -2.007
H -4.291 -2.669 -0.794
H -4.243 -4.434 -0.173
Mo -0.052 -0.098 0.242
C 1.574 -1.103 -0.433
C -0.235 1.182 -1.109
H 1.263 -1.564 -1.412
H 2.526 -0.541 -0.553
H 1.842 -1.986 0.207
H -1.011 1.951 -0.952
H 0.372 1.034 -2.039
O 0.285 2.417 2.063
N 0.317 1.175 1.859
O 0.195 0.285 2.829
*
```

Strongest force on any atom, eV Å⁻¹: 3.72
Relative energy (zero: lowest compared OMol25 entry of this formula, charge and spin), kJ/mol: 67.9
LUMO level (spin up / spin down), eV: -0.282 / -3.415
⟨S²⟩: 15.820

***

> Which of these has the highest strongest force on any atom?

C17H30Cl2N3O3Ti